1.
DFT (wB97M-V/def2-TZVPD) results for a molecular structure, C38H43As3Br3ClNO3SbSe4W.

## Properties
**ΔE to the lowest compared entry with this formula, charge and spin**: 171.8 kcal/mol
**E**: -722644.8040 eV

The geometry in ORCA input format:
```
! RIJCOSX wB97M-V def2-TZVPD def2/J DEFGRID3
* xyz 0 1
W -1.173 0.256 -0.713
C 2.393 -2.078 -1.854
As 2.057 -0.327 -1.054
C 3.256 0.664 -2.252
C 3.208 -0.691 0.511
C 3.308 0.379 1.596
C 3.886 1.669 1.001
C 1.949 0.641 2.284
As 0.265 1.003 1.229
C 0.820 2.750 0.516
C -0.717 2.031 2.689
C 4.339 -0.073 2.665
As 4.588 -1.841 3.574
C 4.246 -3.258 2.238
C 2.886 -2.058 4.530
H 3.470 -2.216 -1.958
H 1.934 -2.142 -2.840
H 1.993 -2.881 -1.236
H 4.289 0.351 -2.097
H 3.204 1.747 -2.136
H 2.968 0.422 -3.276
H 4.206 -0.945 0.143
H 2.771 -1.591 0.949
H 3.260 2.078 0.212
H 4.865 1.472 0.558
H 4.009 2.433 1.772
H 2.038 1.518 2.928
H 1.733 -0.216 2.918
H 1.383 3.291 1.275
H -0.030 3.372 0.244
H 1.449 2.643 -0.367
H 0.049 2.545 3.272
H -1.391 1.498 3.363
H -1.313 2.774 2.156
H 4.287 0.621 3.512
H 5.327 0.087 2.224
H 4.790 -3.087 1.311
H 3.184 -3.384 2.029
H 4.614 -4.189 2.671
H 2.709 -1.219 5.202
H 2.947 -2.970 5.125
H 2.055 -2.162 3.839
C -0.087 -1.309 4.370
C -0.088 -2.390 3.345
C -0.108 -3.724 3.813
C -0.282 -4.739 2.936
C -0.527 -4.438 1.578
C -0.937 -5.417 0.649
Br -1.086 -7.231 1.163
C -1.266 -5.084 -0.630
C -1.146 -3.759 -1.046
Br -1.594 -3.376 -2.846
C -0.717 -2.761 -0.199
O -0.568 -1.491 -0.683
C -0.424 -3.082 1.167
N -0.140 -2.082 2.060
H 0.630 -1.516 5.166
H -1.079 -1.289 4.840
H 0.125 -0.343 3.930
H -0.033 -3.907 4.875
H -0.294 -5.767 3.265
H -1.621 -5.830 -1.325
Br -0.269 -0.399 -4.031
C -1.814 0.734 -4.162
C -1.871 1.610 -5.212
C -3.080 2.269 -5.483
C -4.208 1.938 -4.781
C -4.166 1.009 -3.718
C -5.343 0.553 -3.080
C -5.269 -0.424 -2.131
C -4.010 -0.839 -1.660
C -2.799 -0.356 -2.125
C -2.913 0.472 -3.298
H -1.003 1.777 -5.836
H -3.122 2.988 -6.291
H -5.168 2.359 -5.055
H -6.296 0.978 -3.372
H -6.155 -0.826 -1.658
H -4.014 -1.559 -0.846
Se -4.104 0.822 4.571
Sb -4.107 -0.636 2.627
Se -3.958 -2.823 3.692
Se -6.332 -0.679 1.602
Se -2.481 -0.097 0.961
Cl -0.464 7.746 -3.772
C -0.696 6.126 -3.241
C 0.281 5.171 -3.518
C 0.116 3.886 -3.063
C -1.019 3.553 -2.301
C -2.006 4.520 -2.050
C -1.844 5.799 -2.525
C -1.114 2.274 -1.713
O -2.015 1.945 -0.809
O -0.193 1.350 -1.766
H 1.165 5.443 -4.077
H 0.870 3.134 -3.260
H -2.873 4.245 -1.462
H -2.596 6.553 -2.340
*
```

These are the Mulliken partial charges, in e, on atoms 1 to 4: W 0.8637; C -1.3595; As 1.2461; C -1.2887

=====

2.
DFT (wB97M-V/def2-TZVPD) results for a molecular structure, C38H43AsAuGeO2S2.

## Properties
**ΔE to the lowest compared entry with this formula, charge and spin**: 28.1 kcal/mol
**E**: -186915.4967 eV

The geometry in ORCA input format:
```
! RIJCOSX wB97M-V def2-TZVPD def2/J DEFGRID3
* xyz -1 1
Au -0.072 -0.103 -0.550
S -0.956 -1.191 1.303
C 0.578 -1.950 1.729
C 0.529 -3.306 2.067
C 1.663 -4.023 2.416
C 2.895 -3.393 2.423
C 2.956 -2.046 2.093
C 1.825 -1.308 1.763
As 2.432 0.577 1.592
C 1.188 2.004 1.029
C 1.222 2.385 -0.411
C 0.640 3.807 -0.725
C 0.186 4.629 0.426
C 0.089 4.110 1.649
C 0.600 2.782 1.946
C 2.285 0.870 3.518
C 1.197 0.369 4.231
C 1.090 0.598 5.594
C 2.072 1.320 6.262
C 3.159 1.817 5.559
C 3.262 1.592 4.190
H -0.437 -3.796 2.025
H 1.586 -5.077 2.660
H 3.796 -3.938 2.677
H 3.920 -1.542 2.098
H 2.061 2.019 -0.999
H 1.140 4.327 -1.532
H -0.089 5.664 0.254
H -0.309 4.700 2.464
H 0.557 2.478 2.981
H 0.417 -0.181 3.714
H 0.233 0.216 6.134
H 1.989 1.496 7.327
H 3.926 2.380 6.076
H 4.111 1.985 3.641
C 1.510 -2.666 -1.840
C 2.255 -1.373 -2.201
C 2.286 -1.235 -3.736
C 3.704 -1.471 -1.712
O 1.665 -0.257 -1.619
H 1.957 -3.543 -2.317
H 0.469 -2.582 -2.164
H 1.517 -2.819 -0.760
H 2.763 -2.100 -4.205
H 2.850 -0.342 -4.016
H 1.278 -1.138 -4.140
H 4.228 -2.305 -2.189
H 3.735 -1.619 -0.632
H 4.230 -0.543 -1.949
C -1.489 3.676 -3.699
Ge -0.346 2.206 -3.041
C -1.262 0.538 -3.498
C 1.433 2.301 -3.851
C -0.110 2.587 -1.129
H -1.628 3.647 -4.781
H -1.058 4.640 -3.426
H -2.472 3.604 -3.230
H -1.317 0.486 -4.589
H -2.276 0.502 -3.097
H -0.711 -0.321 -3.125
H 1.441 1.905 -4.867
H 2.096 1.678 -3.250
H 1.807 3.325 -3.875
H -0.935 2.313 -0.481
O -2.281 2.469 3.418
S -2.422 1.944 2.029
C -3.463 3.114 1.151
C -3.528 3.051 -0.233
C -4.296 3.981 -0.919
C -4.975 4.968 -0.219
C -4.888 5.030 1.167
C -4.128 4.100 1.859
C -3.642 0.630 2.127
C -4.184 0.325 3.362
C -5.092 -0.722 3.457
C -5.436 -1.449 2.328
C -4.873 -1.138 1.096
C -3.970 -0.095 0.990
H -2.972 2.291 -0.770
H -4.349 3.945 -2.000
H -5.566 5.700 -0.756
H -5.411 5.809 1.707
H -4.018 4.131 2.936
H -3.875 0.901 4.223
H -5.520 -0.977 4.418
H -6.134 -2.274 2.409
H -5.120 -1.725 0.221
H -3.485 0.122 0.045
*
```

These are the Mulliken partial charges, in e, on atoms 1 to 4: Au 0.7806; S -0.4668; C 0.6016; C -0.6917